79
Properties=species:S:1:pos:R:3:mulliken_charge:R:1 method="wB97M-V/def2-TZVPD" relative_energy_ev=1.025 charge=+2 orbital_gap_ev="5.69 / 5.70" e_lumo_ev="-6.5 / -6.5"
Ir 0.35542 0.41545 -0.52825 1.656
Se 4.70494 -3.36160 4.30405 0.362
N 4.87082 -2.96036 2.59041 -0.855
C 3.78142 -2.33494 2.22741 0.636
C 3.55646 -1.85102 0.87598 0.689
C 4.43733 -1.99582 -0.19833 -0.871
C 4.06599 -1.50135 -1.42815 -0.879
C 2.84709 -0.85646 -1.59668 -0.299
N 2.01039 -0.69374 -0.57489 -0.009
C 2.35666 -1.18744 0.64665 -0.012
C 1.37764 -0.97789 1.69168 -0.483
N 0.27859 -0.27494 1.31566 0.262
C -0.69719 -0.05919 2.19520 -0.211
C -0.58963 -0.51806 3.50209 -0.641
C 0.53187 -1.20576 3.91267 -1.222
C 1.54806 -1.45248 2.98678 0.692
C 2.79386 -2.14895 3.25925 0.641
N 3.10154 -2.62809 4.43623 -0.860
H 5.38768 -2.49173 -0.05254 0.603
H 4.71595 -1.60339 -2.28592 0.493
H 2.53258 -0.47133 -2.55557 0.587
H -1.56141 0.48382 1.83326 0.231
H -1.40021 -0.31784 4.18884 0.583
H 0.63845 -1.55431 4.93152 0.600
C 1.43084 4.05851 -2.94193 -1.385
Si 0.53307 2.81539 -1.88500 -0.051
C 0.15799 1.22049 -2.86829 -0.958
C -1.06484 3.52564 -1.22754 -0.608
N 1.41175 2.12103 -0.54053 0.942
C 2.42922 2.67365 0.24221 0.585
C 2.91226 1.99520 1.36719 -0.036
C 3.92891 2.52247 2.14430 -0.660
C 4.48970 3.75438 1.83456 -0.709
C 3.99234 4.45281 0.74078 -0.827
C 2.98001 3.92836 -0.04427 -0.741
H 0.94140 4.05162 -3.92163 0.459
H 2.48407 3.82363 -3.09704 0.415
H 1.34689 5.06872 -2.54147 0.432
H -0.88992 1.19747 -3.16587 0.385
H 0.33038 0.21279 -2.41567 0.182
H 0.79640 1.21560 -3.75316 0.517
H -1.66855 4.02048 -1.99184 0.443
H -0.82991 4.26649 -0.45876 0.387
H -1.68594 2.74943 -0.76552 -0.159
H 2.47093 1.06045 1.66860 0.867
H 4.27461 1.97006 3.00957 0.440
H 5.28172 4.16959 2.44137 0.416
H 4.39595 5.42503 0.49012 0.422
H 2.62328 4.51789 -0.87506 0.235
C -4.07238 -3.04202 1.22307 -1.003
O -3.94916 -2.09883 0.15858 -0.355
C -3.97037 -0.79045 0.45273 1.530
C -3.94307 -0.27267 1.74674 -0.782
C -4.05382 1.09385 1.96042 -0.737
C -4.19964 1.96966 0.89536 -0.765
C -4.22298 1.46366 -0.39301 -0.699
C -4.08013 0.10215 -0.62481 -0.172
N -4.21685 -0.35123 -1.96372 0.098
C -3.70358 -1.36993 -2.62475 -0.765
C -2.62177 -2.21824 -2.32492 0.816
C -2.65406 -3.50275 -2.92130 -0.772
C -1.72740 -4.45510 -2.60159 -1.054
C -0.71247 -4.13040 -1.69115 -0.738
C -0.60278 -2.87419 -1.14272 -0.632
C -1.52948 -1.86109 -1.46399 1.131
O -1.39342 -0.63430 -1.07051 -1.419
H -4.17477 -4.01140 0.74645 0.272
H -4.95559 -2.83204 1.82702 0.400
H -3.17826 -3.03737 1.85033 0.348
H -3.87716 -0.94326 2.59232 0.566
H -4.05883 1.47206 2.97509 0.440
H -4.30592 3.03217 1.06327 0.464
H -4.35073 2.13269 -1.23675 0.453
H -4.92082 0.16451 -2.47546 0.366
H -4.22638 -1.56694 -3.55543 0.551
H -3.45777 -3.73756 -3.60946 0.437
H -1.77980 -5.44402 -3.03308 0.449
H 0.01903 -4.88377 -1.42415 0.500
H 0.20353 -2.64295 -0.45713 0.386

82
Properties=species:S:1:pos:R:3:mulliken_charge:R:1 method="wB97M-V/def2-TZVPD" relative_energy_ev=2.528 charge=+2 orbital_gap_ev="8.21 / 4.75" multiplicity=5 e_lumo_ev="-5.0 / -8.7"
Pt 0.18114 1.39476 0.85436 2.433
O 0.23594 -1.62648 6.27421 -0.507
C 0.26791 -0.98633 5.12319 0.832
C 1.36003 -0.24104 4.66247 -0.494
C 1.28771 0.43776 3.46715 0.504
N 0.16230 0.47682 2.81960 -0.593
C -0.98345 -0.14935 3.20137 0.488
C -0.95356 -0.96934 4.33163 -0.711
C -2.12869 0.13287 2.26146 0.403
O -3.17139 -0.41824 2.49452 -0.667
O -1.93025 1.08592 1.39081 -0.909
C 2.35854 1.36116 2.86772 0.006
O 3.50532 1.46327 3.16020 -0.558
O 1.80334 2.15294 1.90020 -0.725
H 1.05516 -1.58162 6.80502 0.342
H 2.22364 -0.25242 5.25858 0.504
H -1.81558 -1.49050 4.65654 0.682
O 0.19129 2.28153 -1.00875 -0.940
P 0.71666 1.50754 -2.24403 1.498
C 0.50118 -0.31633 -2.27429 -1.487
P 1.34965 -1.21773 -0.97273 0.501
O 1.11900 -0.57983 0.39444 -0.318
C 3.11349 -1.39231 -1.40140 0.759
C 4.08895 -1.05521 -0.48062 -0.239
C 5.44243 -1.35317 -0.73069 -0.828
C 5.86354 -1.89566 -1.95718 -0.589
C 4.86718 -2.09617 -2.96323 -0.791
C 3.52991 -1.76142 -2.70092 -0.403
C 0.36282 -2.73830 -0.85338 0.219
C -0.72018 -2.60444 0.06498 -0.458
C -1.48874 -3.75101 0.29234 -0.723
C -1.19409 -4.94092 -0.35446 -0.375
C -0.15112 -5.05332 -1.28692 -0.725
C 0.58405 -3.91240 -1.51799 -0.357
C 2.42650 1.87277 -2.40547 0.790
C 3.11397 1.46461 -3.52506 -0.722
C 4.51371 1.57467 -3.48764 -0.812
C 5.19442 1.79401 -2.31501 -0.690
C 4.42736 2.04859 -1.15778 -0.635
C 3.05987 2.16744 -1.21965 -0.521
C -0.14065 2.04780 -3.75784 0.434
C -1.14105 1.29100 -4.29152 -0.045
C -1.85903 1.81298 -5.36257 -0.877
C -1.55260 3.11840 -5.74144 -0.298
C -0.60192 3.97664 -5.12976 -0.719
C 0.10709 3.38742 -4.10649 -0.554
H 0.78309 -0.55660 -3.30363 0.897
H -0.56983 -0.57147 -2.09509 0.679
H 3.77098 -0.67619 0.47823 0.298
H 6.16202 -1.09049 -0.00775 0.527
H 6.84836 -2.15794 -2.22625 0.483
H 5.09785 -2.37383 -3.97201 0.458
H 2.82823 -1.93978 -3.51211 0.403
H -1.01536 -1.66804 0.48695 0.340
H -2.34539 -3.79579 0.92378 0.508
H -1.81067 -5.83051 -0.08196 0.338
H 0.15835 -6.00906 -1.73891 0.414
H 1.50619 -3.98175 -2.15099 0.274
H 2.71872 1.16313 -4.48769 0.515
H 5.08105 1.34790 -4.37709 0.425
H 6.25822 1.80465 -2.24320 0.525
H 4.87137 2.24281 -0.20939 0.555
H 2.45731 2.51993 -0.34226 0.511
H -1.48224 0.32652 -3.85120 0.231
H -2.65742 1.28196 -5.82302 0.483
H -2.17491 3.50199 -6.56979 0.339
H -0.35235 5.05853 -5.35507 0.361
H 1.04917 3.88799 -3.64549 0.246
C -5.70588 -1.06765 5.46929 -1.093
N -5.41509 0.04494 4.60336 -0.071
C -6.49596 0.76707 4.22464 0.499
S -7.81039 1.03845 5.20711 0.112
N -6.23052 1.43049 2.94037 -0.220
C -6.85325 2.67906 2.32354 -0.857
H -6.71439 -1.49824 5.28587 0.447
H -5.60796 -0.93521 6.59054 0.334
H -4.94940 -1.80758 5.29359 0.323
H -4.72568 -0.25961 3.90424 0.353
H -5.20124 1.59455 2.75984 0.226
H -6.74132 3.51866 3.00367 0.390
H -7.82367 2.58130 1.91556 0.329
H -6.08983 2.96245 1.54838 0.294

76
Properties=species:S:1:pos:R:3:mulliken_charge:R:1 method="wB97M-V/def2-TZVPD" charge=+2 orbital_gap_ev="4.63 / 5.64" multiplicity=5 e_lumo_ev="-7.7 / -8.1"
Os -13.67512 11.85837 2.99844 0.413
C -11.60185 13.27229 6.69248 -0.898
C -12.64054 12.22788 7.16335 0.666
C -12.04955 10.83483 7.21240 -1.670
C -13.96570 12.26327 6.29249 -0.500
C -14.98089 13.15166 6.92651 -0.735
O -14.79023 14.40387 6.14142 -0.498
C -14.14032 14.09542 4.97208 0.210
N -13.79731 12.82323 4.86887 0.375
C -13.85666 15.20613 4.16153 0.552
C -13.83480 16.46030 4.84781 -1.319
C -13.45851 17.58582 4.13856 -0.876
C -12.97927 17.49598 2.80166 -0.925
C -12.95461 16.29015 2.19744 -1.006
C -13.40798 15.11151 2.79142 1.005
P -13.71772 13.75029 1.71650 -0.131
C -12.47820 14.06940 0.40106 1.021
C -12.76223 13.83216 -0.95840 -0.288
C -11.68574 13.82835 -1.88834 -0.760
C -10.40142 14.11530 -1.48025 -0.645
C -10.13869 14.36256 -0.12873 -0.779
C -11.18784 14.37982 0.82005 -0.824
C -15.42832 14.27733 1.13249 1.652
C -15.61553 15.05814 -0.03038 -0.192
C -16.83095 15.73579 -0.28364 -0.828
C -17.90953 15.56794 0.58350 -0.679
C -17.67839 14.86072 1.77465 -0.976
C -16.47764 14.26923 2.06349 -0.110
H -10.87790 12.65207 6.09707 0.212
H -11.07180 13.72886 7.57008 0.346
H -11.97611 14.05746 5.96863 0.013
H -12.94891 12.44557 8.18962 0.557
H -11.84740 10.39314 6.22690 0.274
H -12.80218 10.15723 7.65402 0.410
H -11.14584 10.68621 7.77554 0.428
H -14.34159 11.24597 6.18818 0.589
H -14.86597 13.39552 7.97072 0.341
H -16.00644 12.89770 6.68425 0.285
H -14.08923 16.46361 5.89257 0.594
H -13.56901 18.55625 4.60056 0.436
H -12.62734 18.39222 2.31321 0.522
H -12.61963 16.24506 1.13372 0.325
H -13.74348 13.38814 -1.32988 0.469
H -11.95558 13.60154 -2.91992 0.475
H -9.58143 14.11158 -2.23318 0.396
H -9.12806 14.50319 0.27026 0.425
H -10.90467 14.71550 1.81998 0.544
H -14.76710 15.15828 -0.74191 0.361
H -16.93597 16.37832 -1.16939 0.436
H -18.83496 16.05768 0.33831 0.440
H -18.49774 14.66145 2.45847 0.424
H -16.48509 13.61113 2.93034 0.203
C -8.65930 10.40380 3.00253 -0.681
C -9.21885 9.17184 3.21456 -0.699
C -10.53463 9.18682 3.59865 -0.450
C -11.26870 10.38012 3.69716 0.422
C -10.71147 11.60843 3.38910 0.187
C -9.36287 11.61764 3.02235 -1.157
N -12.63272 10.31819 3.84889 2.197
N -13.10586 9.15057 4.21818 -1.062
C -14.40643 9.17018 3.92645 0.503
C -15.17417 7.96328 4.05221 -0.824
C -16.48558 7.98564 3.77101 -0.233
C -17.07059 9.18331 3.22550 -0.850
C -16.28267 10.29695 3.06319 0.060
N -15.01896 10.34873 3.51327 0.522
H -7.66781 10.43987 2.53161 0.361
H -8.65749 8.25386 3.10168 0.459
H -10.97184 8.19832 3.78115 0.450
H -11.32271 12.61633 3.34459 0.180
H -8.83541 12.61747 2.87397 0.343
H -14.65549 7.01316 4.27159 0.472
H -17.12450 7.04560 3.94665 0.353
H -18.00037 9.22916 2.65707 0.390
H -16.71789 11.24208 2.63664 0.249
Te -13.30173 11.17809 0.62756 0.048